Arrangement A

Molecular formula: C19H19N3O3S
Method: DFT, ωB97M-V/def2-TZVPD

Calculated values
SMILES ... CN(CC(=O)NCc1ccncc1)S(=O)(=O)c1ccc2ccccc2c1
LUMO energy ... -0.2 eV
HOMO level ... -0.3273 hartree
Total charge ... 0
Molar mass ... 369.4 g/mol
Orbital gap ... 8.74 eV

XYZ file:
```
45
C19H19N3O3S ωB97M-V/def2-TZVPD
C -0.399 -0.064 2.109
N -0.224 0.603 0.846
C -0.560 2.003 0.754
C -2.089 2.163 0.714
O -2.722 2.669 1.617
N -2.625 1.659 -0.410
C -4.046 1.477 -0.564
C -4.503 0.055 -0.344
C -3.621 -1.010 -0.219
C -4.140 -2.281 -0.017
N -5.432 -2.543 0.065
C -6.272 -1.528 -0.057
C -5.865 -0.221 -0.261
S 0.224 -0.238 -0.502
O -0.095 -1.619 -0.297
O -0.346 0.439 -1.640
C 1.996 -0.037 -0.535
C 2.548 1.048 -1.225
C 3.901 1.243 -1.198
C 4.742 0.365 -0.480
C 6.141 0.541 -0.435
C 6.933 -0.330 0.260
C 6.365 -1.417 0.943
C 5.013 -1.617 0.922
C 4.169 -0.736 0.214
C 2.770 -0.911 0.170
H -1.373 0.181 2.538
H 0.386 0.224 2.816
H -0.352 -1.133 1.921
H -0.122 2.397 -0.164
H -0.160 2.542 1.618
H -2.007 1.218 -1.083
H -4.533 2.128 0.170
H -4.346 1.800 -1.568
H -2.552 -0.877 -0.279
H -3.479 -3.132 0.084
H -7.323 -1.779 0.016
H -6.591 0.574 -0.350
H 1.889 1.693 -1.783
H 4.346 2.072 -1.728
H 6.576 1.377 -0.963
H 8.003 -0.189 0.288
H 7.008 -2.095 1.485
H 4.569 -2.452 1.444
H 2.306 -1.743 0.676
```

---

Arrangement B

Molecular formula: C19H19N3O3S
Method: DFT, ωB97M-V/def2-TZVPD

Calculated values
SMILES ... CSc1ccccc1OCc1cc(C(=O)NCc2cccc(C)n2)no1
LUMO energy ... 0.7 eV
HOMO level ... -0.3083 hartree
Total charge ... 0
Molar mass ... 369.4 g/mol
Orbital gap ... 9.11 eV

XYZ file:
```
45
C19H19N3O3S ωB97M-V/def2-TZVPD
C -7.031 -0.536 -0.540
S -5.883 0.435 -1.567
C -4.749 1.032 -0.334
C -4.575 2.399 -0.196
C -3.677 2.903 0.727
C -2.958 2.031 1.523
C -3.116 0.661 1.387
C -4.000 0.146 0.449
O -4.210 -1.190 0.225
C -3.364 -2.124 0.841
C -1.938 -1.976 0.418
C -1.359 -1.413 -0.682
C 0.028 -1.613 -0.466
C 1.143 -1.191 -1.356
O 0.959 -0.569 -2.381
N 2.346 -1.594 -0.902
C 3.591 -1.243 -1.546
C 4.509 -0.495 -0.611
C 4.930 -1.056 0.589
C 5.763 -0.310 1.407
C 6.146 0.955 0.999
C 5.682 1.433 -0.225
C 6.065 2.788 -0.729
N 4.882 0.715 -0.999
N 0.229 -2.242 0.667
O -0.981 -2.469 1.224
H -6.520 -1.404 -0.138
H -7.416 0.094 0.256
H -7.836 -0.842 -1.199
H -5.150 3.058 -0.827
H -3.545 3.969 0.827
H -2.259 2.409 2.253
H -2.532 0.005 2.013
H -3.429 -2.077 1.937
H -3.744 -3.100 0.517
H -1.821 -0.928 -1.515
H 2.372 -2.078 -0.017
H 3.348 -0.607 -2.399
H 4.090 -2.154 -1.901
H 4.621 -2.051 0.873
H 6.109 -0.712 2.349
H 6.794 1.564 1.610
H 5.567 2.976 -1.675
H 7.143 2.846 -0.873
H 5.778 3.555 -0.012
```

---

arrangement A comes first in stability; the runner-up is 1.362 eV higher.

---

Arrangement A

Molecular formula: CH8O5
Method: DFT, ωB97M-V/def2-TZVPD

Calculated values
SMILES ... O=CO.O.O.O
LUMO energy ... 0.4 eV
HOMO level ... -0.4050 hartree
Total charge ... 0
Molar mass ... 100.1 g/mol
Orbital gap ... 11.40 eV

XYZ file:
```
14
CH8O5 ωB97M-V/def2-TZVPD
O -0.403 0.625 -0.590
C 0.014 1.113 0.459
O 0.904 0.570 1.227
H -0.493 1.944 0.968
H 1.279 -0.349 0.693
O 1.450 -1.189 -0.300
H 0.794 -0.692 -0.833
H 1.140 -2.058 -0.016
O -2.079 0.223 2.565
H -1.124 0.117 2.644
H -2.418 -0.661 2.723
O 0.270 -0.284 -3.313
H 0.809 0.432 -3.644
H -0.144 0.208 -2.583
```

---

Arrangement B

Molecular formula: CH8O5
Method: DFT, ωB97M-V/def2-TZVPD

Calculated values
SMILES ... O=CO.O.O.O
LUMO energy ... 0.2 eV
HOMO level ... -0.3888 hartree
Total charge ... 0
Molar mass ... 100.1 g/mol
Orbital gap ... 10.80 eV

XYZ file:
```
14
CH8O5 ωB97M-V/def2-TZVPD
O 2.067 -0.864 0.449
C 1.464 -0.312 -0.415
O 0.110 -0.194 -0.302
H 1.838 0.071 -1.357
H -0.246 0.600 -0.797
O -0.566 1.852 -1.956
H -0.120 2.703 -2.029
H -1.228 2.023 -1.286
O -1.909 1.153 0.495
H -2.513 0.306 0.792
H -1.164 1.091 0.829
O -0.315 -2.168 1.681
H -0.280 -1.588 2.465
H -0.168 -1.566 0.940
```

---

arrangement A comes first in stability; the runner-up is 1.154 eV higher.

---

Arrangement A

Molecular formula: C3H3BrCl2
Method: DFT, ωB97M-V/def2-TZVPD

Calculated values
SMILES ... Cl[C@H]1C[C@]1(Cl)Br
LUMO energy ... 0.6 eV
HOMO level ... -0.3664 hartree
Total charge ... 0
Molar mass ... 189.9 g/mol
Orbital gap ... 10.59 eV

XYZ file:
```
9
C3H3BrCl2 ωB97M-V/def2-TZVPD
Cl -1.832 -0.191 -1.368
C -0.804 -0.243 0.050
C 0.603 -0.812 0.069
C 0.406 0.740 0.019
Cl 0.594 1.796 -1.327
Br 0.691 1.672 1.732
H -1.561 -0.441 0.814
H 0.982 -1.312 0.869
H 0.921 -1.209 -0.859
```

---

Arrangement B

Molecular formula: C3H3BrCl2
Method: DFT, ωB97M-V/def2-TZVPD

Calculated values
SMILES ... Cl[C@H]1C[C@]1(Cl)Br
LUMO energy ... -1.3 eV
HOMO level ... -0.3765 hartree
Total charge ... 0
Molar mass ... 189.9 g/mol
Orbital gap ... 8.99 eV

XYZ file:
```
9
C3H3BrCl2 ωB97M-V/def2-TZVPD
Cl 0.927 -2.154 1.071
C -0.098 -0.794 0.852
C -0.069 -0.094 -0.500
C -1.160 -0.984 -0.119
Cl -1.605 -2.432 -0.991
Br -3.132 0.282 0.426
H -0.371 -0.110 1.787
H -0.276 0.889 -0.413
H 0.659 -0.643 -1.259
```

---

arrangement A comes first in stability; the runner-up is 1.050 eV higher.

---

Arrangement A

Molecular formula: C4H8NO4S2
Method: DFT, ωB97M-V/def2-TZVPD

Calculated values
SMILES ... N[C@@H](C=O)CS(=O)(=O)CS[O-]
LUMO energy ... 3.5 eV
HOMO level ... -0.1125 hartree
Total charge ... -1
Molar mass ... 198.2 g/mol
Orbital gap ... 6.60 eV

XYZ file:
```
19
C4H8NO4S2 ωB97M-V/def2-TZVPD
N 1.516 1.335 1.569
C 0.051 1.018 1.112
C -0.551 1.949 0.054
O -0.027 2.943 -0.405
C -0.315 -0.394 0.918
S 0.866 -1.001 -0.389
O 1.760 -2.110 -0.070
O 1.606 0.157 -0.895
C -0.313 -1.866 -1.683
S -1.989 -1.003 -1.904
O -2.648 -1.228 -0.503
H 1.725 2.302 1.313
H 2.159 0.864 0.947
H -0.563 1.290 1.892
H -1.590 1.653 -0.076
H -0.064 -0.870 1.861
H -1.322 -0.498 0.488
H -0.354 -2.929 -1.558
H 0.054 -1.613 -2.671
```

---

Arrangement B

Molecular formula: C4H8NO4S2
Method: DFT, ωB97M-V/def2-TZVPD

Calculated values
LUMO energy ... 3.3 eV
HOMO level ... -0.1498 hartree
Total charge ... -1
Molar mass ... 198.2 g/mol
Orbital gap ... 7.41 eV

XYZ file:
```
19
C4H8NO4S2 ωB97M-V/def2-TZVPD
C -0.333 0.043 1.357
C 0.410 1.730 -0.621
C 0.212 -0.742 0.162
C 0.936 0.282 -0.741
N -0.775 -1.660 -0.496
O 2.608 1.237 1.004
O 3.262 -1.042 0.101
O -1.364 2.591 1.441
O -2.279 1.013 -0.220
S 2.833 0.378 -0.235
S -1.115 1.449 0.576
H -1.162 -0.594 1.922
H 0.484 0.203 2.019
H 0.916 2.520 -0.049
H -0.020 2.095 -1.614
H 1.000 -1.352 0.606
H 0.679 0.092 -1.838
H -1.749 -1.369 -0.251
H -0.676 -1.438 -1.439
```

---

arrangement B comes first in stability; the runner-up is 1.338 eV higher.

---

Arrangement A

Molecular formula: C3H9N3O2
Method: DFT, ωB97M-V/def2-TZVPD

Calculated values
SMILES ... CN(N)C(=O)O.C=N
LUMO energy ... 0.7 eV
HOMO level ... -0.3133 hartree
Total charge ... 0
Molar mass ... 119.1 g/mol
Orbital gap ... 9.18 eV

XYZ file:
```
17
C3H9N3O2 ωB97M-V/def2-TZVPD
C -1.327 -1.103 -0.432
N -0.224 -0.570 0.344
N -0.171 -0.887 1.731
C 1.070 -0.243 -0.304
O 1.178 -0.191 -1.523
O 2.133 -0.699 0.443
H -2.102 -0.333 -0.467
H -1.733 -1.994 0.060
H -1.053 -1.402 -1.445
H -1.096 -0.772 2.138
H 0.087 -1.869 1.817
H 2.881 -0.664 -0.176
C -0.375 2.119 -0.648
N 0.663 1.998 0.105
H -1.220 2.781 -0.431
H -0.315 1.806 -1.695
H 1.604 2.022 0.482
```

---

Arrangement B

Molecular formula: C3H9N3O2
Method: DFT, ωB97M-V/def2-TZVPD

Calculated values
SMILES ... CN(O)/C(N)=C(\N)O
LUMO energy ... 0.6 eV
HOMO level ... -0.2572 hartree
Total charge ... 0
Molar mass ... 119.1 g/mol
Orbital gap ... 7.64 eV

XYZ file:
```
17
C3H9N3O2 ωB97M-V/def2-TZVPD
C -1.521 0.089 1.372
N -0.286 0.638 0.833
O 0.282 1.635 1.629
C 0.173 0.479 -0.574
N 0.361 1.639 -1.259
C 0.353 -0.790 -0.953
N 0.605 -1.915 -0.239
O 1.022 -0.734 -2.306
H -2.050 0.847 1.962
H -1.309 -0.769 2.020
H -2.175 -0.249 0.561
H 1.153 1.260 1.865
H 0.490 2.422 -0.629
H 0.974 1.510 -2.059
H 0.718 -1.714 0.752
H -0.009 -2.675 -0.517
H 1.218 -1.673 -2.457
```

---

arrangement B comes first in stability; the runner-up is 0.533 eV higher.

---

Arrangement A

Molecular formula: C3H9N3O2
Method: DFT, ωB97M-V/def2-TZVPD

Calculated values
SMILES ... [H]/N=C\[C@@](N)(O)[C@H](N)O
LUMO energy ... 0.8 eV
HOMO level ... -0.3442 hartree
Total charge ... 0
Molar mass ... 119.1 g/mol
Orbital gap ... 10.17 eV

XYZ file:
```
17
C3H9N3O2 ωB97M-V/def2-TZVPD
H 2.102 1.237 -1.276
N 1.973 0.262 -1.555
C 1.094 -0.343 -0.895
C 0.437 0.139 0.401
N 0.692 -0.826 1.440
O 0.905 1.426 0.761
C -1.091 0.221 0.148
N -1.761 -1.017 -0.061
O -1.164 1.077 -1.029
H 0.890 -1.380 -1.143
H 0.334 -0.475 2.323
H 1.692 -0.962 1.541
H 0.578 2.053 0.101
H -1.567 0.734 1.000
H -1.522 -1.689 0.658
H -1.564 -1.415 -0.973
H -2.028 0.958 -1.441
```

---

Arrangement B

Molecular formula: C3H9N3O2
Method: DFT, ωB97M-V/def2-TZVPD

Calculated values
LUMO energy (spin up / spin down) ... -1.0 / 0.1 eV
HOMO level (spin up / spin down) ... -0.2326 / -0.2774 hartree
Total charge ... 0
Molar mass ... 119.1 g/mol
Orbital gap (spin up / spin down) ... 5.32 / 7.67 eV

XYZ file:
```
17
C3H9N3O2 ωB97M-V/def2-TZVPD
C 0.772 -0.284 1.229
C 0.379 -0.836 -1.381
N -0.302 0.266 -1.293
N -1.702 0.151 -1.225
C 0.456 1.229 -0.372
O -0.584 -0.772 1.351
O 1.702 -1.310 1.557
N -0.128 2.223 0.175
H -0.762 -1.005 2.276
H 1.571 -2.040 0.943
H 0.962 0.493 1.973
H -2.106 1.034 -1.511
H -1.943 -0.062 -0.255
H -1.143 2.177 0.162
H -0.120 -1.755 -1.660
H 1.453 -0.782 -1.291
H 1.496 1.273 -0.679
```

---

Arrangement C

Molecular formula: C3H9N3O2
Method: DFT, ωB97M-V/def2-TZVPD

Calculated values
LUMO energy ... 0.4 eV
HOMO level ... -0.3088 hartree
Total charge ... 0
Molar mass ... 119.1 g/mol
Orbital gap ... 8.80 eV

XYZ file:
```
17
C3H9N3O2 ωB97M-V/def2-TZVPD
C -0.498 -0.850 2.496
C 0.237 0.334 -0.691
C -0.415 0.918 -2.807
H -1.310 0.039 2.611
H -0.733 -2.061 2.542
H -0.021 -0.671 3.556
H 1.040 0.439 2.137
H -0.910 1.037 0.783
H -1.339 0.052 -3.306
H -0.803 1.785 -3.247
H 0.723 0.788 -3.315
H 1.855 -0.936 0.521
N 0.449 -0.305 1.528
N -0.340 0.095 0.474
N 0.965 -0.436 -1.342
O -0.402 1.289 -1.387
O 1.501 -1.515 -0.552
```

---

arrangement A comes first in stability; the runner-up is 5.657 eV higher.